A 8-piece molecular cluster, CH15O10 overall. Source: the OMol25 dataset; level of theory: ωB97M-V/def2-TZVPD.

Results
Net charge = -1
Orbital gap = 9.55 eV
Multiplicity = 1
Energy relative to the best compared isomer or geometry (same formula, charge and spin) = 7.14 kcal per mole
LUMO = 2.8 eV

Element x y z (Å)
C1 -0.44 -0.49 -0.53
O1 0.51 -0.35 0.28
O2 -0.34 -1.27 -1.54
O3 -1.54 0.06 -0.41
H1 0.48 -1.76 -1.40
O4 3.79 -1.61 0.41
H2 3.06 -1.77 0.96
H3 4.59 -2.00 0.83
O5 -0.80 2.30 0.96
H4 0.05 2.54 1.38
H5 -0.67 1.43 0.58
O6 -2.31 0.80 -3.29
H6 -2.70 1.34 -2.62
H7 -1.97 0.15 -2.65
O7 1.92 1.42 -1.59
H8 1.25 0.81 -1.23
H9 1.56 1.66 -2.44
O8 -3.31 -0.27 1.24
H10 -2.80 -0.10 0.49
H11 -4.09 -0.81 1.01
O9 2.06 1.33 1.75
H12 2.94 1.05 1.99
H13 1.58 0.59 1.31
O10 -1.06 -1.89 1.84
H14 -0.17 -1.73 1.50
H15 -1.57 -1.45 1.17

Results of the Löwdin charge analysis, in e, for atoms 1 through 5:
1 C -0.86
2 O -0.06
3 O 0.17
4 O -0.02
5 H 0.14

---

C5H10 in the gas phase. Source: the OMol25 dataset; level of theory: ωB97M-V/def2-TZVPD.

Results
Net charge = 0
Orbital gap = 11.44 eV
Multiplicity = 1
Energy relative to the best compared isomer or geometry (same formula, charge and spin) = 39.48 kcal per mole
LUMO = 1.1 eV

Element x y z (Å)
C1 0.29 -1.19 0.14
C2 -1.10 -0.71 -0.22
C3 -1.03 0.91 0.12
C4 0.47 1.07 -0.02
C5 1.35 -0.09 -0.11
H1 0.63 -2.04 -0.26
H2 0.16 -1.35 1.25
H3 -1.81 -1.21 0.54
H4 -1.33 -0.90 -1.27
H5 -1.73 1.43 -0.51
H6 -1.30 0.78 1.20
H7 0.93 1.82 0.82
H8 0.60 1.67 -0.91
H9 1.85 -0.10 -1.07
H10 2.07 -0.09 0.78

Results of the Löwdin charge analysis, in e, for atoms 1 through 5:
1 C -0.22
2 C -0.18
3 C -0.14
4 C -0.30
5 C -0.20

---

C5H4ClF in the gas phase. Source: the OMol25 dataset; level of theory: ωB97M-V/def2-TZVPD.

Results
Net charge = 0
Orbital gap = 9.62 eV
Multiplicity = 1
Energy relative to the best compared isomer or geometry (same formula, charge and spin) = 84.94 kcal per mole
LUMO = 0.2 eV

Element x y z (Å)
C1 -0.55 0.64 2.60
C2 -0.71 0.86 1.39
C3 -0.93 0.87 -0.15
C4 -0.19 0.10 -0.99
Cl1 0.16 0.47 -2.68
C5 0.77 -1.00 -0.85
F1 0.53 -1.45 0.43
H1 -0.27 0.07 3.62
H2 -1.23 1.86 -0.76
H3 1.85 -0.52 -0.99
H4 0.56 -1.88 -1.64

Results of the Löwdin charge analysis, in e, for atoms 1 through 5:
1 C 0.05
2 C -0.12
3 C -0.10
4 C -0.66
5 Cl 0.66

---

C9H11NO3 in the gas phase. Source: the OMol25 dataset; level of theory: ωB97M-V/def2-TZVPD.

Results
Net charge = 0
Orbital gap = 9.33 eV
Multiplicity = 1
Energy relative to the best compared isomer or geometry (same formula, charge and spin) = 64.79 kcal per mole
LUMO = 0.5 eV

Element x y z (Å)
N1 -1.88 1.65 0.29
C1 -1.86 0.22 -0.40
C2 -0.84 -0.75 0.15
C3 0.66 -0.53 -0.04
C4 1.55 -1.58 0.26
C5 2.88 -1.22 0.26
C6 3.39 0.08 -0.09
O1 4.80 0.39 0.14
C7 2.44 1.09 -0.28
C8 1.16 0.78 -0.43
C9 -3.37 -0.29 -0.12
O2 -4.13 -0.97 -0.86
O3 -3.89 0.35 0.93
H1 -2.17 2.54 -0.14
H2 -1.00 1.94 0.64
H3 -2.01 0.39 -1.41
H4 -0.99 -0.89 1.21
H5 -1.07 -1.68 -0.37
H6 1.27 -2.67 0.41
H7 3.62 -1.81 0.65
H8 5.24 1.06 -0.53
H9 2.72 2.05 -0.64
H10 0.49 1.54 -0.75
H11 -3.16 0.99 1.34

Results of the Löwdin charge analysis, in e, for atoms 1 through 5:
1 N 0.02
2 C -0.19
3 C -0.11
4 C -0.17
5 C -0.03

---

C3H6BrClO as an isolated structure. Source: the OMol25 dataset; level of theory: ωB97M-V/def2-TZVPD.

Results
Net charge = 0
Orbital gap = 10.13 eV
Multiplicity = 1
Energy relative to the best compared isomer or geometry (same formula, charge and spin) = 7.36 kcal per mole
LUMO = 0.6 eV

Element x y z (Å)
C1 -0.03 0.15 1.40
C2 0.66 0.56 0.12
C3 -0.14 -0.58 -1.18
O1 -1.39 -0.94 -0.80
Cl1 0.04 0.45 -2.70
Br1 2.53 0.22 0.13
H1 -1.04 0.31 1.31
H2 0.35 0.72 2.21
H3 0.12 -0.93 1.67
H4 0.33 1.64 -0.18
H5 0.53 -1.43 -1.28
H6 -1.96 -0.18 -0.69

Results of the Löwdin charge analysis, in e, for atoms 1 through 5:
1 C -0.20
2 C -0.77
3 C -0.67
4 O -0.05
5 Cl 0.51

---

C7H6N2O in the gas phase. Source: the OMol25 dataset; level of theory: ωB97M-V/def2-TZVPD.

Results
Net charge = 0
Orbital gap = 9.30 eV
Multiplicity = 1
Energy relative to the best compared isomer or geometry (same formula, charge and spin) = 38.73 kcal per mole
LUMO = 0.7 eV

Element x y z (Å)
O1 0.09 1.76 3.14
C1 0.43 0.94 2.12
N1 -0.08 -0.35 2.00
C2 -0.22 -0.43 0.63
C3 -0.90 -1.36 -0.18
C4 -0.77 -1.30 -1.62
C5 -0.07 -0.22 -2.25
C6 0.61 0.68 -1.33
C7 0.56 0.41 0.00
N2 1.12 1.22 0.98
H1 -0.50 -1.07 2.73
H2 -1.27 -2.26 0.44
H3 -1.55 -1.76 -2.44
H4 -0.34 0.17 -3.41
H5 1.26 1.42 -1.73
H6 1.62 2.15 0.92

Results of the Löwdin charge analysis, in e, for atoms 1 through 5:
1 O -0.07
2 C -0.41
3 N 0.16
4 C -0.28
5 C -0.02

---

C6H8N3O2 as an isolated structure. Source: the OMol25 dataset; level of theory: ωB97M-V/def2-TZVPD.

Results
Net charge = -1
Orbital gap = 7.24 eV
Multiplicity = 1
Energy relative to the best compared isomer or geometry (same formula, charge and spin) = 0.00 kcal per mole
LUMO = 4.0 eV

Element x y z (Å)
C1 0.80 1.19 -0.55
C2 1.67 0.73 -1.47
C3 0.64 0.13 0.38
C4 1.48 -1.88 -1.95
C5 -2.63 0.29 1.14
C6 -1.18 0.64 1.74
N1 2.31 -0.40 -1.22
N2 1.76 -0.64 0.05
N3 -0.22 -0.26 1.26
O1 2.20 -2.78 -1.92
O2 0.38 -1.50 -2.24
H1 0.36 2.17 -0.65
H2 1.99 1.27 -2.35
H3 -3.37 -0.29 1.83
H4 -3.10 1.18 0.77
H5 -2.47 -0.49 0.35
H6 -1.05 1.72 1.50
H7 -1.20 0.47 2.79
H8 1.63 -1.53 0.54

Results of the Löwdin charge analysis, in e, for atoms 1 through 5:
1 C -0.04
2 C -0.23
3 C -0.40
4 C -0.67
5 C -0.10

---

Calculated total energy values, unit eV, following the record order: -21758.30899, -5345.55403, -20485.02598, -17141.95113, -87819.51179, -12381.67578, -14916.36445.